C46H123BrN9O16V as an isolated structure. Source: the OMol25 dataset; level of theory: ωB97M-V/def2-TZVPD.

Each line ends with the Löwdin charge.
Atoms and positions in Å:
O 0.14938 0.19738 1.05959  -0.364
V 0.91258 -0.30125 -0.23357  0.660
O -0.22352 -1.18492 -0.97413  -0.346
Br 1.87209 -2.72269 1.14052  0.055
C 0.04884 6.56512 8.92537  -0.119
O -1.06078 5.87620 8.34610  -0.211
C -1.85400 6.67675 7.40803  -0.193
C -2.77151 5.79226 6.57951  -0.207
N -3.43522 4.61632 7.17571  -0.029
C -4.55307 4.21319 6.29101  -0.195
C -4.27248 3.56294 4.93088  -0.291
O -3.22854 2.73153 4.80294  -0.171
C -2.79413 2.34180 3.55753  -0.079
H 0.62529 5.85918 9.52323  0.079
H -0.15684 7.50710 9.43376  0.093
H 0.83697 6.44427 8.18217  0.081
H -1.12286 7.30129 6.89471  0.111
H -2.41926 7.43612 7.94835  0.110
H -2.15495 5.33735 5.80427  0.112
H -3.40690 6.51470 6.06720  0.119
H -2.83611 3.82067 7.00805  0.095
H -5.23436 5.04443 6.10942  0.116
H -5.09066 3.40988 6.79478  0.110
H -4.33232 4.35930 4.18904  0.120
H -5.16495 2.95941 4.76554  0.096
H -3.63903 1.97111 2.97716  0.067
H -2.18641 1.44866 3.70273  0.086
H -2.23745 3.18139 3.14124  0.098
C -3.55152 5.50096 -10.64203  -0.132
O -3.45986 4.78743 -9.44516  -0.191
C -4.75830 4.48903 -8.90560  -0.207
C -4.67897 3.34419 -7.84157  -0.188
N -5.92232 2.95610 -7.08831  -0.077
C -5.80319 1.75805 -6.20634  -0.179
C -4.81796 1.83174 -5.04516  -0.219
O -3.45435 1.77902 -5.44317  -0.222
C -2.47889 2.00821 -4.43925  -0.104
H -2.55362 5.91557 -10.78483  0.086
H -4.20505 6.35256 -10.45288  0.087
H -3.77535 4.89019 -11.51665  0.088
H -5.43597 4.05531 -9.64095  0.117
H -5.14099 5.33518 -8.33492  0.122
H -3.95471 3.65658 -7.08926  0.107
H -4.34559 2.44783 -8.36454  0.111
H -6.70115 2.93935 -7.73116  0.092
H -5.45714 0.94473 -6.84419  0.112
H -6.82123 1.55621 -5.87323  0.119
H -4.96322 0.90828 -4.48462  0.111
H -4.86559 2.68897 -4.37360  0.120
H -1.53395 1.87302 -4.96546  0.087
H -2.48881 1.21145 -3.69549  0.078
H -2.62173 2.98082 -3.96837  0.086
C -3.54711 -2.01265 3.01953  -0.132
O -2.36615 -2.73630 3.21822  -0.235
C -1.21941 -1.86113 3.26968  -0.177
C -0.05124 -2.46894 4.18174  -0.201
N -0.34462 -2.58680 5.61956  -0.063
C -1.70187 -3.09321 5.91179  -0.202
C -1.77396 -3.35237 7.38763  -0.205
O -0.87873 -4.49016 7.62382  -0.186
C -1.28268 -5.35873 8.65728  -0.134
H -3.61120 -1.42591 2.10317  0.083
H -3.99112 -1.50824 3.87774  0.080
H -4.31334 -2.78722 2.98752  0.089
H -1.41786 -0.88839 3.71967  0.104
H -0.74606 -1.82710 2.28841  0.060
H 0.89906 -1.93527 4.19659  0.096
H 0.16668 -3.48286 3.84620  0.086
H -0.26580 -1.63482 5.94762  0.096
H -2.00365 -4.03118 5.44570  0.135
H -2.31850 -2.24638 5.61053  0.107
H -2.82611 -3.52559 7.61364  0.113
H -1.53388 -2.51651 8.04475  0.117
H -2.17851 -5.88927 8.33462  0.077
H -1.53796 -4.81762 9.56840  0.080
H -0.61800 -6.19433 8.87655  0.082
C -6.94757 1.60238 3.01166  -0.085
C -6.95476 1.31139 1.54831  -0.464
C -5.50409 1.51671 0.96270  -0.196
O -5.74119 1.51026 -0.41960  -0.185
C -4.53013 1.42441 -1.13306  -0.095
N -7.28643 -0.03599 1.48218  0.024
H -6.39130 0.87294 3.60037  0.084
H -7.94259 1.62586 3.45604  0.082
H -6.48767 2.58037 3.15356  0.058
H -7.74692 1.86250 1.04151  0.142
H -4.78811 0.79477 1.35549  0.112
H -5.10764 2.48847 1.25699  0.112
H -4.80165 1.32052 -2.18358  0.071
H -3.75077 0.76447 -0.75203  0.092
H -4.11037 2.39807 -0.88030  0.083
H -8.28428 -0.08089 1.63180  0.085
H -7.10678 -0.41912 0.56509  0.082
C 3.19637 1.26321 3.26747  -0.011
C 2.88131 1.84319 1.86053  -0.399
C 3.63873 3.13227 1.49060  -0.195
O 3.45826 4.04344 2.55946  -0.168
C 2.35548 4.88920 2.47240  -0.107
N 3.10587 0.80748 0.84047  0.035
H 2.83907 1.85136 4.11277  0.081
H 4.27248 1.13001 3.37858  0.072
H 2.87949 0.22029 3.26620  0.066
H 1.86089 2.20137 1.72427  0.107
H 3.38835 3.44154 0.47583  0.116
H 4.64959 2.78656 1.27438  0.119
H 2.43351 5.37669 1.50061  0.085
H 2.39379 5.70119 3.19856  0.091
H 1.42058 4.34221 2.59425  0.086
H 3.17843 -0.10406 1.26934  0.008
H 4.01826 1.04977 0.48138  0.039
C 0.90551 -0.70529 -3.81006  -0.025
C 2.11494 0.05017 -2.94948  -0.280
C 1.61264 1.53171 -2.58087  -0.165
O 0.68450 1.53494 -1.52699  -0.252
C 0.13653 2.78857 -1.25371  -0.065
N 2.51550 -0.68446 -1.72438  0.024
H 1.11131 -1.77123 -3.90760  0.053
H 0.71884 -0.47886 -4.85982  0.064
H -0.07043 -0.54197 -3.35292  0.047
H 2.90288 0.27489 -3.66833  0.104
H 1.30170 1.98589 -3.52169  0.133
H 2.49473 2.09517 -2.27668  0.115
H -0.60986 2.73332 -0.46128  0.100
H -0.49231 3.18660 -2.05010  0.095
H 0.91049 3.49161 -0.94576  0.098
H 2.83527 -1.53528 -2.16479  0.090
H 3.33417 -0.24620 -1.32714  0.046
C 3.43553 -1.13917 -6.71244  -0.038
C 4.59472 -1.26749 -5.70463  -0.429
C 4.76709 -2.68108 -5.10274  -0.175
O 3.61401 -2.95217 -4.32422  -0.192
C 3.73168 -4.08984 -3.53353  -0.131
N 5.81141 -0.87230 -6.40239  0.020
H 3.57191 -1.85803 -7.52037  0.085
H 3.52963 -0.12875 -7.11028  0.076
H 2.47767 -1.26314 -6.20724  0.056
H 4.53934 -0.52412 -4.90937  0.097
H 5.69533 -2.88956 -4.57077  0.124
H 4.71019 -3.36723 -5.94776  0.128
H 4.57673 -4.11640 -2.84557  0.083
H 3.89146 -5.04367 -4.03630  0.089
H 2.88279 -4.21354 -2.86108  0.090
H 5.91831 0.09375 -6.67701  0.073
H 6.64509 -1.25135 -5.97647  0.064
C 5.86411 -2.12701 1.88331  -0.054
C 7.33537 -1.68818 1.56085  -0.424
C 7.90357 -2.29229 0.27153  -0.145
O 9.28642 -1.87563 0.09939  -0.192
C 10.24054 -2.40115 0.95847  -0.134
N 7.26188 -0.21911 1.57831  0.055
H 5.75635 -3.12652 2.30458  0.082
H 5.20867 -2.04828 1.01596  0.052
H 5.51799 -1.57522 2.75729  0.073
H 7.86658 -2.07612 2.43000  0.122
H 7.22175 -2.02256 -0.53499  0.112
H 7.87458 -3.37047 0.42897  0.127
H 10.35676 -3.44733 0.67542  0.085
H 10.08970 -2.34597 2.03657  0.086
H 11.19449 -2.00143 0.61453  0.093
H 8.19673 0.15078 1.67486  0.082
H 6.87718 -0.11915 2.50681  0.070
C -1.74706 -4.24775 -0.06987  -0.088
C -1.29971 -5.42287 0.68528  -0.448
C -0.28411 -6.17482 -0.17658  -0.161
O 0.11102 -7.37344 0.61015  -0.159
C 0.93720 -8.11148 -0.25900  -0.162
N -0.73062 -4.96174 1.94770  0.058
H -0.99355 -3.48176 -0.25314  0.055
H -2.66044 -3.81884 0.34227  0.083
H -2.13919 -4.55555 -1.03920  0.068
H -2.17939 -6.02413 0.91498  0.143
H 0.48678 -5.45249 -0.44504  0.111
H -0.81506 -6.49169 -1.07423  0.116
H 1.48061 -8.94374 0.18839  0.079
H 1.72846 -7.42619 -0.56294  0.076
H 0.50358 -8.55786 -1.15389  0.077
H -0.22603 -4.13360 1.66544  -0.060
H -1.35516 -4.53953 2.61985  0.045
C -3.20165 -4.18847 -4.55190  -0.066
C -2.10584 -3.09381 -4.68901  -0.314
O -1.06187 -3.18284 -3.79041  -0.094
H -3.55493 -4.68210 -5.45724  0.060
H -4.17100 -3.84634 -4.18941  0.061
H -2.90795 -5.02961 -3.92394  0.066
H -2.38512 -2.04020 -4.69181  0.110
H -1.54652 -3.21519 -5.61666  0.103
H -0.50951 -3.94418 -3.98239  0.090
C 6.20971 1.90171 -2.01221  -0.069
C 5.89758 0.41644 -1.88298  -0.312
O 5.30090 0.24655 -0.65210  -0.126
H 6.77213 2.36089 -1.19924  0.084
H 5.28852 2.44399 -2.22539  0.060
H 6.66193 2.13039 -2.97725  0.071
H 6.84990 -0.11333 -1.90586  0.112
H 5.30794 0.09617 -2.74197  0.096
H 5.97986 -0.11504 -0.07776  0.036

Calculated total energy: -191584.4471 eV
Frontier orbital gap: 7.4 eV
Spin multiplicity: 1
Charge: 0
E_HOMO: -0.2752 Ha